No. 1
Formula: C23H22Br2N8O7PdSi
Source: the Open Molecules 2025 dataset
Level of theory: wB97M-V/def2-TZVPD

The geometry in XYZ format:
```
64
C23H22Br2N8O7PdSi (wB97M-V/def2-TZVPD)
Pd -0.08193 -0.23398 -0.13018
Br 6.05373 0.57521 -2.65845
C 4.28439 0.13747 -2.17513
C 3.99034 -1.03348 -1.46871
C 2.67602 -1.27450 -1.11840
N 1.67541 -0.44126 -1.41206
C 1.93847 0.64856 -2.16271
C 3.23475 0.97568 -2.54187
C 0.79153 1.48066 -2.55943
C 0.81276 2.24839 -3.71920
C -0.31959 2.98210 -4.06198
Br -0.34537 3.98587 -5.66297
C -1.41469 2.96948 -3.19793
C -1.34262 2.19082 -2.05617
N -0.28767 1.43939 -1.76193
H 4.76828 -1.73202 -1.20239
H 2.39750 -2.18691 -0.60244
H 3.43003 1.88052 -3.09641
H 1.68059 2.26414 -4.35984
H -2.29988 3.54665 -3.41108
H -2.15662 2.17936 -1.34477
N 2.10338 -4.19241 3.77674
C 2.15206 -2.98147 3.23916
C 1.34643 -2.58119 2.12029
N 1.43886 -1.37122 1.62615
C 2.30631 -0.49746 2.13701
C 3.09283 -0.88245 3.22542
N 2.98866 -2.07455 3.73726
H 1.50590 -4.91691 3.41264
H 2.72000 -4.41409 4.54772
H 0.68551 -3.29249 1.64297
H 2.37824 0.48813 1.70065
H 3.81980 -0.21434 3.66352
C -4.91345 -0.50023 1.60681
Si -3.69537 0.43667 0.49286
C -3.65826 -0.11365 -1.34081
C -3.63611 2.31058 0.87434
H -5.90189 -0.05541 1.51877
H -4.65222 -0.46577 2.66325
H -5.01995 -1.54771 1.33212
H -4.09313 0.62049 -2.01244
H -4.24636 -1.02218 -1.47022
H -2.63937 -0.33648 -1.68159
H -4.28151 2.87043 0.20649
H -2.62970 2.72530 0.82636
H -4.00082 2.49396 1.88326
O -1.44189 -3.88862 5.66075
N -1.15701 -2.71764 5.66605
O -0.74099 -2.08169 6.59660
C -1.29522 -2.01382 4.38953
C -0.85509 -0.70399 4.28397
C -0.96723 -0.05168 3.04141
C -1.63799 -0.69789 1.97588
O -2.06872 -0.01736 0.91165
C -1.83241 -2.08906 2.06185
C -1.71055 -2.75101 3.28632
N -1.89774 -2.80453 0.85039
O -1.26735 -2.28898 -0.13150
O -2.39646 -3.90453 0.79104
N -0.23037 1.09179 2.75944
O 0.00329 1.36522 1.51680
O 0.31332 1.73340 3.64514
H -0.40731 -0.20261 5.13136
H -1.90428 -3.80867 3.36277
```

Calculated values
- spin multiplicity = 1
- gap between HOMO and LUMO (spin up / spin down) (Ha) = 0.2026 / 0.2035
- highest occupied orbital energy (spin up / spin down) (Ha) = -0.5223 / -0.5224
- net charge = +2

Partial charges, natural (NBO), in e: Pd 1.1482; Br 0.2055; C -0.0064; C -0.2613; C 0.0894; N -0.4201; C 0.1927; C -0.2424; C 0.1746; C -0.2343; C -0.0175; Br 0.1955; C -0.2433; C 0.0777; N -0.4460; H 0.2687; H 0.2368; H 0.2604; H 0.2573; H 0.2642; H 0.2247; N -0.7584; C 0.3831; C -0.0782; N -0.4555; C -0.1086; C 0.0637; N -0.4231; H 0.4116; H 0.4359; H 0.1982; H 0.2257; H 0.2294; C -1.1413; Si 1.8175; C -1.1314; C -1.1391; H 0.2843; H 0.2545; H 0.2584; H 0.2587; H 0.2706; H 0.2421; H 0.2636; H 0.2502; H 0.2670; O -0.3392; N 0.5284; O -0.3196; C 0.0073; C -0.1048; C 0.0131; C 0.3808; O -0.8173; C 0.0041; C -0.1067; N 0.4966; O -0.4576; O -0.2501; N 0.4979; O -0.4849; O -0.2572; H 0.3066; H 0.2996

No. 2
Formula: C20H45Li2N3O12
Source: the Open Molecules 2025 dataset
Level of theory: wB97M-V/def2-TZVPD

The geometry in XYZ format:
```
82
C20H45Li2N3O12 (wB97M-V/def2-TZVPD)
Li 14.74831 4.13561 28.15378
Li 16.02353 3.04010 26.61281
C 15.50756 2.66556 29.13204
O 15.51190 1.62601 29.74810
O 15.78715 2.63722 27.90495
O 14.86471 3.61902 29.60159
C 15.39751 5.28053 26.61381
O 14.93865 4.12334 26.38852
O 15.81708 6.00122 25.71321
O 15.65036 5.48146 27.83368
C 11.02148 4.49876 24.95340
O 11.63404 3.65700 24.02765
C 12.96936 3.35550 24.42848
C 13.98273 4.37110 24.03581
N 15.33905 3.92284 24.27069
C 16.22763 4.95193 23.70996
C 16.48394 4.94098 22.16310
O 17.24262 6.09144 21.97170
C 17.83040 6.14812 20.70408
H 10.00084 4.75622 24.67035
H 11.46898 5.47332 24.75827
H 11.07389 4.20087 26.00059
H 13.29659 2.40836 23.99959
H 13.09116 3.25088 25.50660
H 13.74688 5.28320 24.58402
H 13.74880 4.52648 22.98261
H 15.45778 3.93511 25.27361
H 17.20155 4.74838 24.15509
H 16.00664 5.94650 24.09736
H 15.55860 4.93210 21.58712
H 17.06894 4.08280 21.83235
H 18.52313 5.33120 20.50191
H 18.38937 7.08147 20.63686
H 17.04159 6.32098 19.97197
C 22.63764 9.04778 27.80387
O 22.72542 7.72567 28.26335
C 21.93408 7.46401 29.43221
C 22.03800 6.02144 29.76600
N 20.82235 5.32529 29.32164
C 20.99148 3.85544 29.38336
C 19.65234 3.19415 29.77750
O 18.87960 3.11954 28.56474
C 17.72563 2.26231 28.64195
H 21.62285 9.39158 27.60366
H 23.17023 9.24528 26.87359
H 23.01107 9.79073 28.50862
H 20.87262 7.67647 29.30465
H 22.37751 7.93647 30.30871
H 22.23902 5.88946 30.82914
H 22.91540 5.56977 29.30312
H 20.50919 5.64046 28.41462
H 21.58827 3.52377 30.23302
H 21.32665 3.51007 28.40537
H 19.25180 3.71141 30.64933
H 19.86161 2.23339 30.24789
H 18.12230 1.26566 28.83539
H 17.09204 2.16607 27.76024
H 17.08323 2.56243 29.46981
C 13.65183 -0.57977 28.61327
O 14.50744 -0.16845 27.57093
C 13.86723 0.44888 26.46699
C 14.88718 0.90919 25.37911
N 16.09963 1.51032 25.89011
C 17.04706 1.78047 24.81593
C 18.25856 2.69066 25.31211
O 17.73482 3.82866 25.94552
C 18.75659 4.86434 26.17174
H 12.80304 -1.19389 28.31243
H 13.32768 0.23361 29.26244
H 14.22166 -1.22436 29.28253
H 13.32631 1.32618 26.82175
H 13.10888 -0.21304 26.04882
H 14.39345 1.64970 24.74984
H 15.15344 0.05530 24.75615
H 16.51990 0.70886 26.33861
H 16.49194 2.23144 23.99339
H 17.40826 0.86153 24.35421
H 18.96807 2.96987 24.53316
H 18.88221 2.08775 25.97214
H 19.53144 4.66171 26.91110
H 18.21053 5.78913 26.35806
H 19.31950 5.10381 25.26958
```

Calculated values
- spin multiplicity = 1
- gap between HOMO and LUMO (Ha) = 0.1711
- highest occupied orbital energy (Ha) = -0.0183
- net charge = -2

Partial charges, Löwdin, in e: Li 0.5451; Li 0.3834; C -1.0763; O -0.0176; O -0.2833; O -0.0821; C -0.9167; O -0.1903; O -0.0422; O -0.0692; C -0.1380; O -0.1694; C -0.2328; C -0.2042; N -0.0409; C -0.1830; C -0.2201; O -0.1893; C -0.1487; H 0.0719; H 0.0825; H 0.0953; H 0.1046; H 0.1076; H 0.1212; H 0.1178; H -0.0826; H 0.0966; H 0.0969; H 0.1011; H 0.1011; H 0.0797; H 0.0730; H 0.0773; C -0.1460; O -0.1750; C -0.2217; C -0.2412; N -0.0460; C -0.1983; C -0.2137; O -0.1819; C -0.0804; H 0.0834; H 0.0791; H 0.0736; H 0.1326; H 0.1144; H 0.1092; H 0.1110; H 0.0931; H 0.1036; H 0.1139; H 0.1192; H 0.0997; H 0.0965; H 0.0259; H 0.0875; C -0.1291; O -0.1744; C -0.1762; C -0.1626; N -0.1032; C -0.1672; C -0.1785; O -0.2245; C -0.0278; H 0.0672; H 0.0867; H 0.0813; H 0.1193; H 0.1104; H 0.0659; H 0.1131; H 0.1311; H 0.0933; H 0.1049; H 0.1108; H 0.1133; H 0.0576; H 0.1004; H 0.0812

No. 3
Formula: C5H11NO
Source: the Open Molecules 2025 dataset
Level of theory: wB97M-V/def2-TZVPD

The geometry in XYZ format:
```
18
C5H11NO (wB97M-V/def2-TZVPD)
C -2.16038 0.56172 -0.52539
C -1.37865 -0.58389 0.10952
N 0.04061 -0.29968 0.28172
C 0.41068 0.59052 1.36372
C 0.87713 -0.60625 -0.76246
O 0.45477 -1.10261 -1.79704
C 2.36265 -0.35671 -0.56787
H -3.20611 0.27128 -0.67353
H -1.73272 0.80772 -1.50197
H -2.14767 1.46063 0.10194
H -1.44854 -1.47221 -0.52063
H -1.78871 -0.83181 1.09677
H -0.18788 0.34844 2.24782
H 1.46209 0.47091 1.63135
H 0.23639 1.64734 1.11517
H 2.87685 -0.81796 -1.41160
H 2.72996 -0.80008 0.36348
H 2.59953 0.71263 -0.55100
```

Calculated values
- spin multiplicity = 1
- SMILES string = CCN(C)C(C)=O
- gap between HOMO and LUMO (Ha) = 0.3695
- highest occupied orbital energy (Ha) = -0.3366
- ΔE to the lowest compared entry with this formula, charge and spin (kJ/mol) = 33.3

Partial charges, natural (NBO), in e: C -0.6236; C -0.2148; N -0.4441; C -0.4088; C 0.6835; O -0.6300; C -0.7151; H 0.2152; H 0.2217; H 0.1979; H 0.2331; H 0.1859; H 0.2044; H 0.2120; H 0.1891; H 0.2451; H 0.2217; H 0.2269

no.,E (hartree)
1,-7418.9779
2,-1870.8909
3,-327.1187